The following is a DFT calculation (ωB97M-V with the def2-TZVPD basis set) of C37H36F2GaN2O3S4 as an isolated structure at a distorted geometry.

```
85
Properties=species:S:1:pos:R:3:forces:R:3:lowdin_charge:R:1
Ga -0.049 0.448 0.014 -0.515 0.521 -0.586 0.349
O 1.150 -0.116 1.843 0.007 0.089 -0.161 -0.553
S 1.806 -1.128 2.713 -0.266 -0.416 0.661 1.011
C 0.521 -2.397 3.003 0.141 0.305 -0.075 -0.305
C -0.819 -1.806 3.413 -0.121 -0.044 -0.164 -0.232
C -1.962 -2.760 3.009 0.219 0.188 -0.155 -0.230
C -3.175 -2.042 2.444 0.112 0.427 0.069 -0.267
S -2.725 -0.989 0.938 -0.839 -0.958 0.033 1.037
O -1.348 -1.458 0.559 0.464 0.227 0.103 -0.534
C -3.764 -1.972 -0.186 -0.069 0.209 -0.118 -0.355
C -3.183 -2.807 -1.126 0.208 0.081 0.136 -0.061
C -3.986 -3.514 -2.010 -0.090 -0.029 0.029 -0.071
C -5.366 -3.379 -1.956 0.039 -0.029 -0.003 -0.094
C -5.943 -2.522 -1.026 -0.052 -0.047 0.029 -0.089
C -5.144 -1.811 -0.145 0.061 0.054 0.053 -0.092
C 1.813 -0.420 4.367 0.158 -0.017 -0.132 -0.372
C 2.427 -1.127 5.392 0.001 -0.021 -0.055 -0.097
C 2.522 -0.553 6.648 -0.020 -0.046 0.024 -0.091
C 2.018 0.724 6.866 -0.007 0.001 -0.033 -0.088
C 1.409 1.421 5.831 0.028 -0.020 0.132 -0.061
C 1.303 0.849 4.572 -0.093 0.073 -0.281 -0.045
H 0.913 -3.129 3.712 0.095 -0.017 -0.037 0.095
H 0.431 -2.850 2.014 0.026 -0.096 0.018 0.075
H -0.945 -0.858 2.884 0.088 0.091 0.111 0.078
H -0.844 -1.592 4.484 0.026 -0.009 -0.009 0.119
H -2.275 -3.363 3.867 -0.060 -0.037 -0.069 0.114
H -1.591 -3.446 2.245 -0.067 -0.050 0.033 0.106
H -3.585 -1.333 3.164 -0.028 0.031 0.040 0.083
H -3.948 -2.751 2.157 -0.053 0.069 -0.048 0.081
H -2.104 -2.885 -1.151 -0.005 -0.031 -0.015 0.099
H -3.533 -4.177 -2.737 0.013 0.033 -0.015 0.105
H -5.993 -3.940 -2.637 -0.001 0.030 -0.019 0.097
H -7.019 -2.411 -0.989 0.004 0.032 -0.004 0.100
H -5.586 -1.130 0.573 -0.031 0.018 -0.011 0.113
H 2.836 -2.113 5.200 0.039 0.000 0.038 0.107
H 2.997 -1.097 7.453 0.009 0.011 0.012 0.100
H 2.114 1.178 7.844 -0.026 0.008 0.005 0.099
H 1.024 2.417 6.001 -0.028 0.003 -0.029 0.110
H 0.840 1.374 3.742 -0.023 0.006 -0.022 0.120
F -3.526 2.016 -3.754 0.003 0.050 -0.013 0.055
C -2.602 1.104 -3.385 0.130 -0.129 0.033 -0.269
C -1.896 1.263 -2.213 0.049 0.202 0.188 -0.018
C -0.967 0.304 -1.832 0.098 -0.075 0.315 -0.113
C -0.761 -0.831 -2.632 -0.024 0.235 0.020 -0.130
C -1.473 -0.924 -3.823 -0.117 0.111 0.056 -0.212
F -1.316 -1.969 -4.681 0.040 -0.087 0.047 0.035
C -2.398 0.020 -4.216 -0.077 0.011 -0.109 0.052
C 0.219 -1.820 -2.145 0.031 -0.167 -0.095 -0.207
C 0.562 -2.991 -2.829 0.070 -0.123 -0.016 0.006
C 1.564 -3.804 -2.334 -0.008 0.059 0.068 -0.060
C 2.211 -3.443 -1.163 -0.038 -0.037 -0.014 -0.050
C 1.776 -2.299 -0.521 0.061 -0.167 -0.029 -0.169
N 0.803 -1.527 -0.979 0.102 -0.103 0.177 -0.001
H -2.065 2.131 -1.583 -0.092 -0.011 0.001 0.117
H -2.939 -0.086 -5.145 -0.004 -0.032 0.003 0.125
H 0.061 -3.261 -3.743 0.008 0.087 -0.021 0.101
H 1.849 -4.702 -2.867 -0.012 0.002 -0.021 0.104
H 3.034 -4.020 -0.765 -0.017 0.001 0.044 0.102
H 2.260 -1.972 0.387 0.059 0.073 0.045 0.061
C 0.777 3.439 0.547 -0.474 0.057 0.264 -0.097
C -0.541 3.756 1.176 0.098 0.102 -0.117 -0.232
C -0.859 5.068 1.478 -0.027 -0.065 0.041 -0.102
C -2.090 5.421 2.013 -0.044 0.200 0.045 -0.156
C -3.017 4.410 2.214 0.053 0.001 0.011 -0.115
C -2.744 3.084 1.915 -0.055 0.121 -0.005 -0.244
C -3.839 2.080 2.110 0.186 -0.034 -0.036 -0.095
C -1.470 2.682 1.383 0.175 -0.291 0.030 -0.349
N -1.203 1.385 1.123 -0.018 -0.139 -0.083 -0.028
H 1.425 4.314 0.503 -0.143 -0.008 0.045 0.064
H 0.626 3.074 -0.475 0.133 0.037 0.030 0.063
H 1.298 2.643 1.086 0.073 0.062 -0.053 0.054
H -0.123 5.841 1.277 0.047 -0.022 0.010 0.092
H -2.328 6.452 2.247 0.002 0.002 -0.005 0.071
H -3.999 4.662 2.607 -0.016 -0.035 0.008 0.088
H -4.736 2.562 2.505 0.001 -0.016 0.018 0.061
H -3.526 1.296 2.805 -0.015 -0.192 -0.006 0.052
H -4.090 1.604 1.159 -0.019 -0.166 -0.026 0.052
C 3.756 4.430 -1.114 0.058 0.046 -0.058 -0.135
O 3.056 3.243 -0.776 0.360 -0.218 -0.231 -0.289
C 3.321 2.110 -1.447 -0.006 0.361 0.154 -1.310
S 4.474 2.037 -2.639 0.157 0.044 -0.122 0.536
S 2.417 0.751 -0.955 -0.092 -0.325 -0.088 0.703
H 3.404 5.185 -0.413 -0.035 -0.028 -0.004 0.081
H 3.539 4.731 -2.140 0.011 -0.020 0.014 0.077
H 4.833 4.289 -1.016 -0.016 -0.010 -0.002 0.065
```
Positions in Å, forces in eV/Å.

**Orbital gap**: 4.80 eV
**Highest occupied orbital energy**: -0.104 Eh
**Calculated total energy**: -149227.9201 eV
**Net charge**: -1
**LUMO level**: 1.98 eV
**Relative energy (zero: lowest compared OMol25 entry of this formula, charge and spin)**: 17.08 kcal/mol
**Largest force on an atom**: 0.0248 Eh/bohr